Record 1
The following is a quantum chemistry calculation of an isolated molecule of C16H27N3O3S in a non-equilibrium geometry, from the OMol25 dataset.

## Properties
- Kohn-Sham gap: 9.31 eV
- 2S+1: 1
- Structure (SMILES): C=C(C)CSc1nnc([C@@H](NC(=O)OC(C)(C)C)[C@@H](C)CC)o1

Positions of all 50 atoms, in Å:
C: 2.7100 0.7643 -1.8925
C: 3.8373 1.1511 -1.3148
C: 5.1673 0.5395 -1.6217
C: 3.8493 2.2524 -0.3020
S: 4.5004 1.7006 1.3337
C: 3.3545 0.4684 1.7044
N: 3.4737 -0.4594 2.6002
N: 2.3435 -1.1930 2.5433
C: 1.5940 -0.6880 1.6238
C: 0.2942 -1.1841 1.0982
N: -0.4929 -0.0630 0.6530
C: -1.8067 0.0843 0.9623
O: -2.4165 -0.6625 1.6858
O: -2.2816 1.1747 0.3369
C: -3.6749 1.5503 0.4794
C: -3.8082 2.8091 -0.3785
C: -4.5755 0.4382 -0.0573
C: -3.9946 1.8603 1.9408
C: 0.5647 -2.2202 -0.0262
C: 1.1753 -3.4746 0.5945
C: -0.7267 -2.5721 -0.7821
C: -1.0028 -1.6834 -1.9911
O: 2.1775 0.3924 1.0404
H: 2.6949 -0.0156 -2.6343
H: 1.7626 1.2233 -1.6640
H: 5.8453 1.2974 -2.0129
H: 5.6168 0.1331 -0.7162
H: 5.0698 -0.2570 -2.3537
H: 2.8586 2.6755 -0.1422
H: 4.5437 3.0431 -0.5881
H: -0.2625 -1.6707 1.9057
H: -0.0733 0.5985 0.0199
H: -4.8289 3.1770 -0.3398
H: -3.5499 2.5873 -1.4107
H: -3.1382 3.5827 -0.0126
H: -4.4707 -0.4553 0.5518
H: -5.6117 0.7630 -0.0327
H: -4.3041 0.1991 -1.0836
H: -5.0164 2.2198 2.0230
H: -3.8845 0.9652 2.5466
H: -3.3192 2.6255 2.3177
H: 1.2819 -1.7797 -0.7295
H: 1.5073 -4.1569 -0.1843
H: 0.4352 -3.9816 1.2086
H: 2.0244 -3.2270 1.2262
H: -0.6437 -3.6028 -1.1323
H: -1.5697 -2.5275 -0.0913
H: -1.8731 -2.0532 -2.5290
H: -0.1544 -1.6924 -2.6731
H: -1.2012 -0.6560 -1.6996

---

Record 2
The following is a quantum chemistry calculation of an isolated molecule of C16H27N3O3S in a non-equilibrium geometry, from the OMol25 dataset.

## Properties
- Kohn-Sham gap: 9.37 eV
- 2S+1: 1
- Structure (SMILES): C=C(C)CSc1nnc(CCCCCNC(=O)OC(C)(C)C)o1

Positions of all 50 atoms, in Å:
C: -2.5375 1.2064 1.4553
C: -1.7724 1.6887 2.4233
C: -0.8469 0.8326 3.2315
C: -1.7635 3.1466 2.7523
S: -0.1833 3.9129 2.1910
C: -0.4576 3.8119 0.4961
N: -1.5893 3.7301 -0.1303
N: -1.2933 3.6260 -1.4420
C: -0.0088 3.6486 -1.5585
C: 0.8023 3.5253 -2.7912
C: 0.2207 2.5046 -3.7756
C: 0.4025 1.0393 -3.3684
C: -0.4757 0.5948 -2.1887
C: 0.2750 0.5071 -0.8543
N: 0.9758 -0.7469 -0.7032
C: 0.5571 -1.7208 0.1375
O: -0.3315 -1.5884 0.9460
O: 1.3033 -2.8245 -0.0570
C: 1.1051 -3.9987 0.7661
C: 1.3701 -3.6697 2.2351
C: 2.1423 -4.9952 0.2463
C: -0.3081 -4.5488 0.5740
O: 0.5978 3.7779 -0.3492
H: -2.5302 0.1561 1.2180
H: -3.1857 1.8383 0.8730
H: 0.1272 1.3113 3.3251
H: -0.7231 -0.1384 2.7605
H: -1.2470 0.6909 4.2357
H: -2.5656 3.6908 2.2595
H: -1.7756 3.3240 3.8272
H: 0.8347 4.5046 -3.2782
H: 1.8223 3.2588 -2.5066
H: -0.8411 2.7162 -3.9037
H: 0.7162 2.6550 -4.7371
H: 0.1553 0.4326 -4.2419
H: 1.4555 0.8576 -3.1386
H: -1.3131 1.2837 -2.0837
H: -0.8947 -0.3930 -2.3901
H: 1.0010 1.3189 -0.7584
H: -0.4310 0.5630 -0.0224
H: 1.6715 -0.9988 -1.3870
H: 0.6308 -2.9625 2.6003
H: 1.3151 -4.5775 2.8291
H: 2.3602 -3.2327 2.3471
H: 3.1426 -4.5862 0.3618
H: 1.9709 -5.1956 -0.8081
H: 2.0728 -5.9262 0.8007
H: -0.4208 -5.4728 1.1339
H: -1.0407 -3.8288 0.9276
H: -0.4913 -4.7491 -0.4797

---

Record 3
The following is a quantum chemistry calculation of C16H27N3PrS4 as an isolated structure in a non-equilibrium geometry, from the OMol25 dataset.

## Properties
- Kohn-Sham gap (spin up / spin down): 6.18 / 7.23 eV
- 2S+1: 3
- Charge: +3

Positions of all 51 atoms, in Å:
Pr: 0.7463 -0.6045 -0.0121
S: -1.2282 1.5330 -0.1991
S: -1.0419 -2.9568 -0.3043
C: -3.0538 1.8003 -0.2060
C: -0.9696 1.9494 -1.9843
C: -1.3944 0.7432 -2.7889
N: -0.5909 -0.4551 -2.2913
C: -1.1914 -1.7064 -2.8300
C: -0.7100 -2.9469 -2.0891
H: 0.0707 2.2339 -2.1602
H: -1.6167 2.7924 -2.2273
H: -1.1756 0.8860 -3.8554
H: -2.4725 0.5090 -2.6620
H: -0.9304 -1.7787 -3.9042
H: -2.2948 -1.6132 -2.7850
H: 0.3687 -3.0627 -2.2244
H: -1.2081 -3.8146 -2.5092
C: -2.8881 -2.9742 -0.3330
H: 0.3082 -0.3570 -2.7857
H: -3.2893 -2.0901 -0.8310
H: -3.2524 -3.0039 0.6972
H: -3.2321 -3.8879 -0.8491
H: -3.3426 1.8908 0.8532
H: -3.5699 0.9555 -0.6808
H: -3.2842 2.7426 -0.7278
C: 4.4062 -0.4365 -1.4223
C: 4.4340 -0.3443 -0.0878
H: 4.4837 0.4450 -2.0746
H: 4.3384 -1.3826 -1.9593
H: 4.5191 0.6320 0.4087
H: 4.4471 -1.2089 0.5717
C: 2.5329 2.0973 -0.9506
C: 2.4351 2.1405 0.5218
N: 1.7328 1.2090 1.2002
C: 1.6240 1.4797 2.5747
C: 2.3536 2.5869 2.9517
S: 3.1040 3.3252 1.5769
C: 0.6835 0.6582 3.2980
C: 0.3837 0.7405 4.6450
S: -0.9142 -0.3266 5.0961
C: -1.0441 -0.8197 3.4065
N: -0.1251 -0.2904 2.5817
C: -2.1085 -1.7960 3.0596
H: 2.2417 3.0759 -1.3742
H: 3.5753 1.8853 -1.2314
H: 1.8810 1.3169 -1.4275
H: 2.4594 2.9456 3.9822
H: 0.9157 1.3693 5.3546
H: -2.5965 -2.1042 4.0061
H: -2.8608 -1.3127 2.4152
H: -1.6589 -2.6697 2.5671

---

Record 4
The following is a quantum chemistry calculation of an isolated molecule of C16H27NO, from the OMol25 dataset.

## Properties
- Kohn-Sham gap: 9.63 eV
- 2S+1: 1
- Structure (SMILES): CCCC[C@H](CC)CNC[C@@H](O)c1ccccc1

Positions of all 45 atoms, in Å:
C: 4.8456 1.5998 -1.2138
C: 3.5757 0.9580 -0.6686
C: 2.3778 1.2110 -1.5819
C: 1.0960 0.5485 -1.0707
C: 1.0687 -0.9796 -1.2632
C: 0.1687 -1.4071 -2.4282
C: 0.6453 -0.9014 -3.7841
C: 0.6159 -1.6904 0.0179
N: -0.7734 -1.4004 0.3159
C: -1.2120 -1.9611 1.5740
C: -2.6705 -1.5716 1.8592
O: -3.0686 -2.2909 3.0086
C: -2.7718 -0.0758 2.0451
C: -2.4734 0.4928 3.2768
C: -2.5217 1.8652 3.4448
C: -2.8615 2.6829 2.3803
C: -3.1591 2.1226 1.1492
C: -3.1182 0.7495 0.9824
H: 5.6855 1.4164 -0.5475
H: 4.7165 2.6754 -1.3151
H: 5.0890 1.1921 -2.1927
H: 3.3624 1.3630 0.3237
H: 3.7350 -0.1164 -0.5575
H: 2.6072 0.8478 -2.5847
H: 2.2154 2.2898 -1.6506
H: 0.2371 0.9911 -1.5788
H: 0.9996 0.7893 -0.0085
H: 2.0856 -1.3249 -1.4765
H: -0.8456 -1.0557 -2.2353
H: 0.1349 -2.4983 -2.4510
H: 0.6242 0.1843 -3.8290
H: 0.0025 -1.2849 -4.5736
H: 1.6620 -1.2359 -3.9811
H: 0.7010 -2.7745 -0.1124
H: 1.2875 -1.4035 0.8489
H: -0.9049 -0.3923 0.3374
H: -1.1540 -3.0512 1.5096
H: -0.5943 -1.6409 2.4321
H: -3.2785 -1.8729 0.9913
H: -3.9604 -2.0171 3.2492
H: -2.2049 -0.1522 4.1012
H: -2.2899 2.2976 4.4072
H: -2.8958 3.7546 2.5097
H: -3.4264 2.7572 0.3168
H: -3.3541 0.3103 0.0236

---

Record 5
The following is a quantum chemistry calculation of C16H28AlBBr13Cl2O3 as an isolated structure in a non-equilibrium geometry, from the OMol25 dataset.

## Properties
- Kohn-Sham gap: 6.52 eV
- 2S+1: 1
- Charge: -1

Positions of all 64 atoms, in Å:
C: 2.7116 0.6042 2.4300
C: 2.8101 -0.8985 2.5565
O: 1.5161 -1.4753 2.3581
B: 1.3473 -1.9774 1.0661
O: 2.0766 -3.1039 0.7340
Al: 0.0480 -1.0911 -0.3674
C: -0.6989 -2.4883 -1.6655
C: 0.0956 -2.6407 -2.9665
C: 0.0265 -1.3991 -3.8347
O: -0.3499 -1.6994 -5.1570
C: -0.4666 -0.4870 -5.8692
C: 0.8098 0.5492 -1.3187
Cl: -0.3252 1.8668 -1.6770
C: 2.0140 0.7268 -1.7139
C: 3.0632 -0.3060 -1.5155
Cl: 2.5513 2.1712 -2.5595
C: -1.5739 -0.4201 0.7139
Br: -1.0074 1.1496 1.7558
C: -2.8398 -0.2075 -0.0975
C: -3.9636 0.4853 0.6990
H: 3.6845 1.0749 2.4214
H: 2.2375 0.8543 1.4928
H: 2.0875 1.0121 3.2051
H: 3.5415 -1.3128 1.8759
H: 3.1551 -1.1295 3.5544
H: 1.7605 -3.4094 -0.1123
H: -1.7293 -2.2964 -1.9346
H: -0.6779 -3.4299 -1.1225
H: -0.3645 -3.4341 -3.5442
H: 1.1215 -2.9452 -2.8041
H: -0.7266 -0.7489 -3.4002
H: 0.9729 -0.8766 -3.7730
H: 0.4336 0.0926 -5.7120
H: -1.2895 0.0788 -5.4540
H: -0.5917 -0.6800 -6.9172
H: 3.9615 -0.0891 -2.0523
H: 2.6963 -1.2958 -1.7152
H: 3.3440 -0.2902 -0.4733
H: -1.7787 -1.2229 1.4038
H: -2.6704 0.3190 -1.0200
H: -3.2211 -1.1919 -0.3063
H: -3.7892 0.4482 1.7564
H: -4.1017 1.4983 0.3658
H: -4.8926 -0.0502 0.5322
C: -6.7056 -2.7706 0.2985
Br: -5.1637 -2.8255 1.4420
Br: -7.6900 -4.4285 0.3434
Br: -7.8369 -1.2630 0.6958
H: -6.3486 -2.6419 -0.7112
C: -1.1164 6.2121 -2.3020
Br: 0.4577 6.1746 -1.1961
Br: -2.0820 4.5564 -2.2068
Br: -2.2420 7.7267 -1.8918
H: -0.7858 6.3317 -3.3209
C: 5.5884 1.6982 4.2249
Br: 7.1448 1.4200 3.1211
Br: 4.2330 2.6965 3.2979
Br: 4.8956 0.0358 4.9025
H: 5.8997 2.2856 5.0734
C: 0.1168 0.8131 5.5864
Br: 1.5809 0.0197 6.5558
Br: -1.4457 1.0336 6.6922
Br: 0.6379 2.4653 4.7647
H: -0.1458 0.1264 4.7925

---

Record 6
The following is a quantum chemistry calculation of C16H28AsLuN4S4Si2 as an isolated structure in a non-equilibrium geometry, from the OMol25 dataset.

## Properties
- Kohn-Sham gap: 5.34 eV
- 2S+1: 1
- Charge: -2

Positions of all 56 atoms, in Å:
Lu: 1.0822 0.5307 0.7790
C: -0.7310 -3.9319 -0.2251
Si: -0.2320 -2.6069 1.0858
C: -1.1546 -3.0600 2.6688
C: 1.5649 -3.0177 1.4387
N: -0.4926 -0.9439 0.6797
C: -1.7646 -0.3340 0.7658
C: -2.9385 -1.0911 0.8831
C: -4.2193 -0.5476 0.9614
C: -4.3221 0.8691 0.9571
C: -3.1769 1.6074 0.8415
C: -1.8808 1.0563 0.7425
N: -0.6760 1.8155 0.6849
Si: -0.5573 3.4884 0.4002
C: -1.2624 3.9362 -1.2384
C: -1.3171 4.6723 1.6548
C: 1.2555 3.7475 0.2181
H: 0.0220 -4.2042 -0.9209
H: -1.6503 -3.8374 -0.7339
H: -0.8499 -4.7191 0.5802
H: -2.0044 -2.5593 3.0471
H: -0.4434 -2.6446 3.5283
H: -1.3532 -4.1666 2.9730
H: 1.6335 -4.1035 1.3036
H: 1.9622 -2.6602 2.3697
H: 2.2734 -2.5202 0.6670
H: -2.9194 -2.1798 0.8808
H: -5.0432 -1.1467 0.9329
H: -5.2299 1.4360 0.9338
H: -3.2105 2.6707 0.7676
H: -0.7079 3.5261 -2.0500
H: -1.3112 5.0906 -1.2239
H: -2.3394 3.8069 -1.3962
H: -0.6277 5.5174 1.8702
H: -1.6823 4.2691 2.5484
H: -2.1815 5.1306 1.1928
H: 1.6726 3.1021 -0.5510
H: 1.8584 3.6636 1.1222
H: 1.2808 4.7742 -0.1483
S: 5.0355 -1.7229 1.3623
As: 4.3717 0.2648 1.6982
S: 2.5491 0.4180 2.9889
S: 3.5690 1.0288 -0.2213
S: 5.7935 1.6965 2.4190
C: 2.7546 -2.3526 -4.1160
N: 1.9588 -1.3938 -3.3614
C: 0.5950 -1.0016 -3.7055
C: 0.2122 -0.3046 -2.6239
N: 1.1414 -0.2741 -1.6485
C: 2.1921 -0.8860 -2.1279
H: 3.2727 -1.8276 -4.9765
H: 2.0644 -3.2016 -4.5198
H: 3.4926 -2.7800 -3.4162
H: 0.3052 -1.0515 -4.7271
H: -0.7396 0.1326 -2.3954
H: 3.1060 -1.1802 -1.6203

---

Record 7
The following is a quantum chemistry calculation of a 3-piece molecular cluster, C16H28BF7N2O12S2 overall in a non-equilibrium geometry, from the OMol25 dataset.

## Properties
- Kohn-Sham gap: 9.20 eV
- 2S+1: 1
- Structure (SMILES): O=S(=O)(O)CCC[C@@]1(B(O)O)OS(=O)(=O)O[C@@]1(CCO)C(F)(F)C(F)(F)C(F)(F)F.CNC(C)=O.CNC(C)=O

Positions of all 68 atoms, in Å:
O: -3.5467 -1.8161 -6.6370
S: -2.3216 -2.5036 -6.3706
O: -1.2947 -2.0488 -7.2417
O: -2.5889 -4.0772 -6.6411
C: -1.8490 -2.2537 -4.6332
C: -2.3021 -0.8097 -4.2900
C: -1.7574 -0.2804 -2.9398
C: -2.8186 -0.3221 -1.7771
B: -4.0087 0.7304 -2.0880
O: -5.1230 0.3243 -2.8048
O: -3.9599 2.0441 -1.6672
O: -3.4063 -1.6465 -1.9742
S: -2.4888 -2.6801 -1.1055
O: -1.5181 -3.4143 -1.8216
O: -3.3733 -3.4774 -0.3568
O: -1.6982 -1.6005 -0.1898
C: -2.2635 -0.2614 -0.3205
C: -3.4949 -0.3519 0.6309
C: -3.1710 -0.8618 2.0655
O: -4.0158 -1.9785 2.3600
C: -1.2803 0.8968 0.0070
F: -1.8406 1.5779 1.0404
F: -1.2018 1.7864 -0.9714
C: 0.1210 0.4665 0.5273
F: 0.0629 -0.3432 1.5806
F: 0.7132 1.5962 0.9518
C: 1.1040 -0.1751 -0.5121
F: 1.0994 -1.4858 -0.4785
F: 2.3396 0.1794 -0.1419
F: 0.9452 0.2547 -1.7479
H: -3.1327 -4.3755 -5.8895
H: -0.7868 -2.4370 -4.4658
H: -2.4860 -2.9380 -4.0596
H: -3.3901 -0.7883 -4.3914
H: -1.9130 -0.1716 -5.0970
H: -1.3296 0.7157 -3.0836
H: -0.9237 -0.9394 -2.6504
H: -5.0374 0.7029 -3.6959
H: -4.4362 2.1850 -0.8377
H: -4.0007 0.6176 0.7455
H: -4.2645 -1.0250 0.2328
H: -3.4381 -0.0957 2.8001
H: -2.1349 -1.1857 2.2077
H: -3.5713 -2.7729 2.0342
C: 1.7744 1.6530 3.6331
N: 0.6388 1.9095 4.5051
C: 0.6282 2.0697 5.8537
C: 1.9472 1.9768 6.5806
O: -0.4222 2.2812 6.4413
H: 1.8415 2.4575 2.9028
H: 1.6036 0.7150 3.1108
H: 2.7059 1.5912 4.1839
H: -0.2761 1.9845 4.0880
H: 1.7752 2.1251 7.6431
H: 2.3926 0.9918 6.4348
H: 2.6308 2.7500 6.2276
C: 6.8945 0.8130 -0.4866
N: 5.7533 1.0779 0.3695
C: 5.7315 1.2457 1.7175
C: 7.0416 1.1521 2.4595
O: 4.6754 1.4643 2.2916
H: 6.9779 1.6131 -1.2241
H: 6.7328 -0.1305 -1.0109
H: 7.8171 0.7526 0.0810
H: 4.8431 1.1535 -0.0579
H: 6.8591 1.3071 3.5190
H: 7.4849 0.1645 2.3246
H: 7.7319 1.9211 2.1100

---

Record 8
The following is a quantum chemistry calculation of a 7-piece molecular cluster, C16H28Cl12O6S3 overall in a non-equilibrium geometry, from the OMol25 dataset.

## Properties
- Kohn-Sham gap: 10.56 eV
- 2S+1: 1
- Structure (SMILES): O=S1(=O)CCCC1.O=S1(=O)CCCC1.O=S1(=O)CCCC1.ClC(Cl)Cl.ClC(Cl)Cl.ClC(Cl)Cl.ClC(Cl)Cl

Positions of all 65 atoms, in Å:
O: 4.1115 -4.3715 -1.3276
S: 2.8336 -3.7027 -1.0691
O: 1.6934 -3.8541 -1.9709
C: 2.3604 -4.0114 0.6583
C: 2.9646 -2.7407 1.3676
C: 3.9617 -1.9772 0.4159
C: 3.2529 -1.9999 -0.9205
H: 2.9011 -4.8984 0.9814
H: 1.2849 -4.0653 0.8360
H: 2.1643 -2.0765 1.4780
H: 3.4252 -3.0096 2.3687
H: 4.9556 -2.5020 0.2133
H: 4.1511 -0.9607 0.7697
H: 3.8824 -1.7530 -1.7556
H: 2.3146 -1.4075 -0.9960
O: 1.0519 0.6196 2.2400
S: 0.7660 1.8703 1.6208
O: 0.8298 1.9163 0.1831
C: -0.8003 2.5289 2.1400
C: -0.4365 3.8383 2.8682
C: 0.9425 4.3895 2.2955
C: 1.8044 3.1857 2.2813
H: -1.2111 1.8046 2.7577
H: -1.4378 2.6347 1.2904
H: -1.1996 4.5844 2.8275
H: -0.2875 3.5226 3.8945
H: 1.3719 5.1876 2.9329
H: 0.7561 4.6884 1.2353
H: 1.9462 2.7553 3.3586
H: 2.7184 3.3602 1.7157
O: -3.5389 3.9493 -1.0400
S: -2.2898 4.4862 -1.4058
O: -1.4353 5.2362 -0.5065
C: -1.3379 3.2540 -2.2806
C: -0.9439 3.8659 -3.6797
C: -1.2237 5.3512 -3.6788
C: -2.5448 5.5251 -2.8749
H: -1.9269 2.3617 -2.4372
H: -0.4157 2.9781 -1.7052
H: 0.1569 3.6535 -3.7751
H: -1.4726 3.4027 -4.5155
H: -1.2800 5.7349 -4.6794
H: -0.4928 5.9064 -3.0813
H: -3.4490 5.2745 -3.4265
H: -2.6017 6.5129 -2.4801
Cl: -0.2835 -1.6859 5.1921
C: -0.9991 -2.6461 3.9390
Cl: -2.6753 -3.0077 4.3406
Cl: -0.1220 -4.1555 3.6527
H: -1.0603 -2.0337 3.0231
Cl: -0.7815 -2.8931 -4.8338
C: -0.7480 -4.4619 -3.8362
Cl: 0.5820 -5.4821 -4.5063
Cl: -2.2308 -5.2582 -3.7848
H: -0.5146 -4.1349 -2.8808
Cl: -2.3648 -0.6350 0.9822
C: -1.0546 -1.1616 -0.0905
Cl: -1.2265 -0.4361 -1.6981
Cl: -0.9597 -2.9145 -0.1885
H: -0.1563 -0.8360 0.4896
Cl: -2.0684 -6.3455 -0.0931
C: -2.6374 -5.8168 1.4595
Cl: -3.4253 -7.1637 2.3541
Cl: -3.7505 -4.4778 1.3419
H: -1.7986 -5.5023 2.0135